[1]
18
Properties=species:S:1:pos:R:3:forces:R:3:nbo_charge:R:1 method="wB97M-V/def2-TZVPD" total_charge=0 orbital_gap_ev=8.9 relative_energy_kj_mol=295.9 smiles="C=C[C@@]1(O)CC(C#N)=CC1=O"
C -1.54079 -2.02862 -0.58398 0.6 -1.5 1.2 -0.3627
C -0.30647 -1.56761 -0.36196 -0.8 0.1 0.7 -0.2250
C 0.06819 -0.14499 -0.80343 -0.8 -0.6 0.3 0.1153
O -0.09995 -0.16477 -2.24443 0.0 1.5 1.6 -0.6873
C -0.72905 0.95311 0.01516 0.3 0.1 -1.1 -0.4367
C 0.27199 1.38264 1.05274 1.2 0.2 0.0 -0.0410
C 0.04830 2.22697 2.16688 0.1 3.6 5.9 0.2422
N 0.08737 2.84383 3.20818 -0.5 -3.1 -5.5 -0.2495
C 1.50875 0.86629 0.93008 0.3 0.4 -0.4 -0.2343
C 1.47246 0.07056 -0.27841 2.7 -1.4 -3.3 0.5061
O 2.42515 -0.38972 -0.92852 -1.4 0.9 1.6 -0.5309
H -1.76391 -3.08130 -0.19223 0.0 1.7 -0.9 0.2153
H -2.30851 -1.39809 -1.03370 0.1 -0.4 0.0 0.2114
H 0.42772 -2.15983 0.20499 -0.3 0.2 -0.5 0.2191
H 0.52754 -0.81213 -2.57003 0.4 -0.2 -0.1 0.4887
H -1.08660 1.81779 -0.64776 0.3 -1.3 1.1 0.2639
H -1.46521 0.46135 0.63262 -1.1 0.1 -0.5 0.2432
H 2.46301 1.12452 1.43380 -1.1 -0.3 -0.1 0.2622

=====

[2]
18
Properties=species:S:1:pos:R:3:forces:R:3:nbo_charge:R:1 method="wB97M-V/def2-TZVPD" total_charge=0 orbital_gap_ev=9.3 relative_energy_kj_mol=263.7 smiles="Cc1ccc2c(=O)[nH]oc2c1"
C 3.05380 1.78900 -0.99306 -0.7 -2.6 -1.6 -0.6254
C 1.81693 0.94775 -0.52102 0.3 0.9 -4.1 0.0399
C 1.84360 0.45384 0.70133 1.3 -1.2 5.4 -0.2545
C 0.79005 -0.25590 1.29731 0.6 1.8 -2.2 -0.0971
C -0.33450 -0.36155 0.54970 1.2 -0.2 0.4 -0.2491
C -1.58503 -0.92701 0.95973 -3.3 -0.8 0.5 0.6063
O -2.22586 -1.38835 1.91286 2.4 0.3 0.3 -0.6021
N -2.34187 -0.75578 -0.14731 0.5 1.2 -2.1 -0.2921
O -1.59593 -0.40911 -1.29533 0.9 1.1 -0.4 -0.3196
C -0.37544 0.02291 -0.78912 0.1 -0.3 -1.0 0.3370
C 0.73475 0.65624 -1.42365 0.0 1.2 0.5 -0.2847
H 3.24065 2.57460 -0.31060 -0.1 1.2 0.4 0.2247
H 2.82011 2.07833 -2.05751 0.7 0.3 1.2 0.2142
H 4.00815 1.16252 -0.99082 -1.4 0.6 -0.1 0.2249
H 2.73047 0.69406 1.35911 -1.0 -0.4 -0.8 0.2120
H 0.67190 -0.56537 2.26819 0.6 -0.7 2.3 0.2274
H -3.02593 -1.39628 -0.42097 -1.3 -1.1 -0.2 0.3956
H 0.85694 1.17071 -2.44367 -0.9 -1.4 1.5 0.2425

=====

[3]
18
Properties=species:S:1:pos:R:3:forces:R:3:nbo_charge:R:1 method="wB97M-V/def2-TZVPD" total_charge=0 orbital_gap_ev=8.5 relative_energy_kj_mol=446.1 smiles="O=C1N[C@@]12C=CSC2=C1CC1"
O 1.69628 2.65893 1.17583 -0.1 0.9 0.0 -0.5067
C 1.68360 1.82798 0.33841 0.3 -2.5 0.8 0.7248
N 1.55921 1.46310 -0.94296 -2.3 0.7 -1.7 -0.5953
C 1.65844 0.31626 0.01945 1.2 -0.5 1.4 -0.0858
C 2.85258 -0.63797 -0.08048 1.6 2.9 -1.2 -0.2181
C 2.54372 -1.92799 -0.00893 0.9 -0.4 -0.9 -0.3695
S 0.86311 -2.24201 0.36412 0.3 -0.7 0.2 0.3359
C 0.48414 -0.53760 0.35530 -1.3 0.9 -0.9 -0.1798
C -0.79270 -0.17218 0.35833 -0.3 0.8 0.7 -0.0135
C -2.17888 -0.64042 0.55750 2.0 2.3 -2.6 -0.4244
C -1.86774 0.85140 0.39132 0.3 -0.4 -0.9 -0.4455
H 0.58447 1.63347 -1.36400 1.8 -0.3 0.4 0.4004
H 3.88269 -0.08885 -0.34901 -2.3 -1.9 0.6 0.2374
H 3.19537 -2.76454 -0.36594 -0.6 0.8 0.9 0.2512
H -2.48513 -0.85487 1.49127 -1.1 -1.4 2.8 0.2223
H -2.57865 -1.02201 -0.33628 -1.0 -1.0 -0.6 0.2225
H -2.26875 1.42604 -0.42210 0.3 -0.6 -1.3 0.2176
H -2.05498 1.54212 1.14973 0.4 0.4 2.2 0.2264

=====

[4]
18
Properties=species:S:1:pos:R:3:forces:R:3:nbo_charge:R:1 method="wB97M-V/def2-TZVPD" total_charge=0 orbital_gap_ev=8.0 relative_energy_kj_mol=151.6 smiles="Cn1sc(=O)c2ccccc21"
C 1.37591 -1.55298 -1.11877 -0.5 -3.1 1.0 -0.4299
N 1.51744 -0.47945 -0.18829 0.4 -1.3 -0.3 -0.5109
S 3.09940 -0.33564 0.60549 -1.6 0.4 -1.3 0.4272
C 2.54578 1.22019 1.28586 1.1 -0.9 3.5 0.3749
O 3.18130 1.79359 2.16944 -0.3 0.1 -2.0 -0.5536
C 1.10802 1.24183 1.16122 -1.2 2.6 0.5 -0.2184
C 0.40601 2.31956 1.74342 -1.7 -1.1 0.4 -0.1132
C -1.01723 2.26106 1.68618 1.8 -0.9 -0.7 -0.2536
C -1.62341 1.34030 0.82864 1.7 -0.2 0.2 -0.1483
C -0.85434 0.32232 0.20920 -2.1 0.8 0.0 -0.2881
C 0.48758 0.21324 0.41898 2.7 1.9 0.2 0.2003
H 1.59647 -2.57038 -0.68060 -0.7 0.7 0.6 0.1820
H 2.12557 -1.68533 -1.84721 1.0 1.4 -1.4 0.2163
H 0.39527 -1.72336 -1.57738 0.1 0.9 0.2 0.2240
H 0.85787 3.13677 2.32719 0.2 -0.8 -0.4 0.2408
H -1.61236 2.81436 2.35736 -0.6 1.2 0.2 0.2144
H -2.66060 1.50355 0.59155 -0.3 -0.6 0.1 0.2183
H -1.40352 -0.29442 -0.44710 -0.2 -0.9 -0.8 0.2178